Record 1
ORCA calculation (wB97M-V/def2-TZVPD) on 13 unconnected molecules or ions with the total composition C42H111NO14.

Cartesian coordinates (Å):
C1 -1.6297 1.4466 2.0710
O1 -0.8295 1.3192 0.9462
C2 -1.5098 1.7110 -0.2498
C3 -0.6539 1.3875 -1.4724
N1 -0.8378 -0.0136 -1.8434
C4 -0.2277 -0.2755 -3.1603
C5 1.2501 0.0804 -3.2651
O2 1.8995 -0.3767 -2.0933
C6 3.1474 -1.0030 -2.3186
H1 -1.9256 2.4759 2.3359
H2 -1.0497 1.2204 2.9714
H3 -2.5345 0.8277 2.0714
H4 -1.7392 2.7773 -0.1417
H5 -2.4811 1.2074 -0.2969
H6 0.3865 1.6768 -1.3070
H7 -1.0674 2.0532 -2.2386
H8 -0.1203 -0.4416 -1.2491
H9 -0.7944 0.1343 -4.0022
H10 -0.2964 -1.3314 -3.4412
H11 1.4095 1.1662 -3.2719
H12 1.6394 -0.3022 -4.2101
H13 3.7371 -0.4443 -3.0451
H14 2.9009 -1.9977 -2.7241
H15 3.6126 -1.3245 -1.3864
C7 5.6964 1.8611 -3.6938
C8 6.1131 2.1670 -2.2715
C9 7.4178 1.4797 -1.8995
O3 6.2685 3.5859 -2.2259
H16 6.3290 2.3662 -4.4234
H17 4.6505 2.0327 -3.9630
H18 5.7406 0.7876 -3.9181
H19 5.3290 1.7962 -1.5999
H20 7.1267 0.4199 -1.8402
H21 7.8079 1.7083 -0.9104
H22 8.1520 1.4788 -2.7050
H23 6.6544 3.8398 -1.3820
C10 -1.1500 7.6189 4.6856
C11 -0.9373 6.0817 4.7545
C12 -0.3916 5.4029 3.5006
O4 -0.2235 5.7385 5.9223
H24 -1.7834 7.8635 3.8287
H25 -0.2317 8.1733 4.4737
H26 -1.6273 8.0146 5.5810
H27 -1.9848 5.7531 4.8111
H28 -0.6083 4.3356 3.4737
H29 0.6990 5.4706 3.5290
H30 -0.7930 5.8551 2.5966
H31 -0.4713 6.3402 6.6278
C13 1.9837 -4.1334 -0.7849
C14 1.1477 -5.3424 -0.9856
C15 1.8364 -6.5102 -1.6935
O5 0.7549 -5.8913 0.3189
H32 2.8314 -4.2988 -0.1074
H33 1.5684 -3.2356 -0.3244
H34 2.4698 -3.8908 -1.7323
H35 0.2132 -5.1110 -1.5164
H36 2.2605 -6.1729 -2.6467
H37 1.1242 -7.3052 -1.9139
H38 2.6545 -6.8685 -1.0706
H39 0.2295 -6.6569 0.0655
C16 -2.2414 -4.5039 -6.4679
C17 -1.7445 -3.5760 -5.3497
C18 -1.1760 -4.3094 -4.1368
O6 -0.7768 -2.6738 -5.8528
H40 -1.4970 -5.2180 -6.8221
H41 -2.7377 -3.9531 -7.2693
H42 -3.0679 -5.1365 -6.1180
H43 -2.6429 -3.0132 -5.0770
H44 -1.3060 -3.6764 -3.2588
H45 -0.1135 -4.5137 -4.3015
H46 -1.5533 -5.3118 -3.9273
H47 -1.2265 -1.9091 -6.2200
C19 2.2955 1.0423 -6.7747
C20 1.2901 2.1923 -6.5812
C21 2.0091 3.3126 -5.8541
O7 0.9060 2.8067 -7.8303
H48 3.1543 1.3843 -7.3551
H49 1.9079 0.1804 -7.3257
H50 2.6596 0.6491 -5.8267
H51 0.3638 1.8615 -6.1053
H52 2.1825 2.9363 -4.8372
H53 1.4269 4.2137 -5.6530
H54 2.9197 3.6124 -6.3653
H55 0.8129 2.1086 -8.4898
C22 7.3109 -2.6524 1.7421
C23 6.0249 -3.4698 1.5522
C24 4.7496 -2.7080 1.9071
O8 5.8815 -3.7459 0.1546
H56 8.0536 -3.3244 1.2884
H57 7.7057 -2.4547 2.7344
H58 7.2257 -1.7813 1.0924
H59 6.1416 -4.3798 2.1485
H60 4.5276 -1.9966 1.1100
H61 4.6721 -2.1890 2.8607
H62 3.9325 -3.4353 1.9132
H63 6.6611 -4.2719 -0.0670
C25 -5.6361 -0.5373 3.1362
C26 -5.6299 -2.0682 3.0913
C27 -6.8857 -2.5487 3.8220
O9 -5.5443 -2.4998 1.7604
H64 -6.4439 -0.1589 2.5026
H65 -4.7111 -0.1356 2.7143
H66 -5.7749 -0.0849 4.1188
H67 -4.7773 -2.4040 3.6785
H68 -6.7535 -2.6597 4.8989
H69 -7.1007 -3.5822 3.5261
H70 -7.7509 -1.9213 3.6056
H71 -6.4159 -2.5505 1.3555
C28 1.1883 2.3658 4.9217
C29 0.5232 2.5301 6.3107
C30 0.2418 1.2628 7.0861
O10 1.4445 3.3278 7.0743
H72 1.4257 3.3342 4.4769
H73 0.5898 1.6939 4.3029
H74 2.2075 1.9600 4.9010
H75 -0.3543 3.1558 6.1177
H76 0.1510 1.3869 8.1643
H77 1.1141 0.6165 6.9584
H78 -0.6580 0.7713 6.7187
H79 1.5055 4.1761 6.6193
C31 3.4566 0.8431 2.4127
C32 4.0195 1.4337 1.1075
C33 3.2336 2.6442 0.6362
O11 5.3715 1.8294 1.3447
H80 4.0929 0.0871 2.8601
H81 2.4337 0.4434 2.3887
H82 3.1907 1.6630 3.0934
H83 4.0550 0.6453 0.3543
H84 3.7068 3.1027 -0.2356
H85 3.1671 3.3914 1.4287
H86 2.2456 2.3576 0.2665
H87 5.3481 2.6184 1.8974
C34 -4.1198 -1.6355 -1.0235
C35 -4.0717 -2.0678 -2.4777
C36 -5.4031 -1.6933 -3.1303
O12 -3.0137 -1.3209 -3.0963
H88 -5.0488 -1.8864 -0.5161
H89 -3.9184 -0.5725 -0.8804
H90 -3.3627 -2.1465 -0.4174
H91 -3.7834 -3.1056 -2.6810
H92 -5.4823 -2.0806 -4.1479
H93 -5.5133 -0.6106 -3.0666
H94 -6.2545 -2.1342 -2.6059
H95 -2.4320 -1.0337 -2.3665
C37 -0.2022 -2.8479 3.1213
C38 -0.7667 -1.4282 3.3676
C39 -2.2191 -1.5052 3.8378
O13 0.0130 -0.7885 4.3627
H96 0.6642 -2.7287 2.4656
H97 -0.8920 -3.5383 2.6440
H98 0.1098 -3.1684 4.1154
H99 -0.7463 -0.8375 2.4453
H100 -2.6003 -0.5006 4.0571
H101 -2.4974 -2.0273 4.7551
H102 -2.7848 -1.8821 2.9842
H103 0.9258 -1.0861 4.2919
C40 -7.3793 3.5388 -0.0813
C41 -6.5398 2.3962 0.5155
C42 -6.8307 1.0355 -0.0996
O14 -5.1306 2.6659 0.2288
H104 -7.4089 4.4370 0.5259
H105 -8.3743 3.1161 -0.2380
H106 -6.9518 3.7405 -1.0638
H107 -6.6230 2.4072 1.6056
H108 -6.9420 1.1088 -1.1789
H109 -7.7149 0.6906 0.4541
H110 -6.0947 0.2847 0.1924
H111 -4.7606 1.8915 -0.1925

* ΔE to the lowest compared entry with this formula, charge and spin: 15.1 kcal/mol
* Kohn-Sham gap: 0.366 Eh
* charge: 0
* 2S+1: 1

Record 2
ORCA calculation (wB97M-V/def2-TZVPD) on 2 unconnected molecules or ions with the total composition C5H11NO2.

Cartesian coordinates (Å):
C1 0.9184 -0.2086 -1.0675
N1 0.0722 0.1498 -0.0458
C2 -1.3895 0.0979 -0.3098
C3 -2.0959 0.5795 1.0567
C4 -1.0025 0.4188 2.2132
C5 0.3721 0.2354 1.3555
O1 0.4755 -0.6572 -2.1478
H1 2.0543 0.0411 -1.0433
H2 -1.5657 0.8077 -1.1652
H3 -1.6573 -0.9884 -0.4006
H4 -2.8796 -0.1756 1.2364
H5 -2.4706 1.5166 0.9628
H6 -1.2769 -0.5166 2.7766
H7 -0.8395 1.3598 2.8458
H8 0.7357 -0.8304 1.6185
H9 0.9812 1.1171 1.7303
H10 3.4753 -1.5256 -3.5896
H11 2.7102 -0.4073 -3.2337
O2 3.3825 -1.0140 -2.7925

* ΔE to the lowest compared entry with this formula, charge and spin: 50.2 kcal/mol
* Kohn-Sham gap: 0.367 Eh
* charge: 0
* 2S+1: 1

Record 3
ORCA calculation (wB97M-V/def2-TZVPD) on a single C17H21ClN2O5S molecule.

Cartesian coordinates (Å):
C1 -7.7476 -1.4301 -0.1568
C2 -7.1186 -0.2867 -0.3498
C3 -6.0796 0.2688 0.5755
N1 -4.8650 0.5991 -0.1431
C4 -4.3962 1.8533 -0.2302
O1 -4.9174 2.8207 0.2774
C5 -3.1027 1.9727 -1.0628
H1 -2.8374 3.0280 -1.1384
H2 -3.2678 1.5405 -2.0564
O2 -1.9862 1.3393 -0.4426
C6 -1.8156 0.0356 -0.6367
O3 -2.5755 -0.6581 -1.2719
C7 -0.5636 -0.4466 0.0084
C8 0.5199 0.4214 0.1428
C9 1.6948 -0.0225 0.7066
C10 1.8242 -1.3230 1.1617
C11 0.7580 -2.1942 1.0458
C12 -0.4316 -1.7619 0.4666
Cl1 -1.7371 -2.8661 0.3642
H3 0.8311 -3.2101 1.4003
H4 2.7569 -1.6295 1.6067
S1 3.1002 1.0853 0.8680
O4 3.5296 1.0844 2.2333
O5 2.7671 2.3362 0.2484
N2 4.2261 0.2281 -0.0224
C13 5.6120 0.4092 0.3635
C14 6.4549 -0.6907 -0.2748
C15 6.2952 -0.6453 -1.7925
C16 4.8170 -0.7616 -2.1562
C17 4.0194 0.3322 -1.4506
H5 2.9490 0.2177 -1.6353
H6 4.3264 1.3235 -1.8136
H7 4.4387 -1.7344 -1.8376
H8 4.6790 -0.6726 -3.2344
H9 6.8602 -1.4557 -2.2557
H10 6.6888 0.3008 -2.1706
H11 6.1196 -1.6594 0.0983
H12 7.4999 -0.5540 0.0049
H13 5.6454 0.3646 1.4522
H14 5.9788 1.3950 0.0410
H15 0.4525 1.4433 -0.1963
H16 -4.3965 -0.1490 -0.6394
H17 -5.8532 -0.4482 1.3715
H18 -6.4352 1.2028 1.0235
H19 -7.3286 0.3248 -1.2169
H20 -8.4962 -1.7918 -0.8400
H21 -7.5472 -2.0484 0.7031

* ΔE to the lowest compared entry with this formula, charge and spin: 16.3 kcal/mol
* Kohn-Sham gap: 0.345 Eh
* charge: 0
* 2S+1: 1

Record 4
ORCA calculation (wB97M-V/def2-TZVPD) on 2 unconnected molecules or ions with the total composition C6H12ClFNS.

Cartesian coordinates (Å):
C1 1.3582 -1.3230 0.7281
C2 -0.4867 0.4133 -0.2820
C3 0.3080 -0.3875 0.6610
C4 1.0047 2.2552 0.2147
C5 -0.9173 2.5609 -1.1728
C6 -1.5307 -2.0296 -0.6312
N1 -0.1334 1.6655 -0.4257
F1 0.0835 0.2520 1.8934
S1 -1.6954 -0.3318 -1.1939
Cl1 0.9821 -4.0623 1.2245
H1 1.5827 -1.6873 1.6971
H2 1.6607 -1.9057 -0.0511
H3 0.8341 2.0858 1.3474
H4 1.8618 1.6691 -0.0731
H5 1.0363 3.2989 -0.1129
H6 -0.4877 2.8361 -2.1357
H7 -1.8438 2.0079 -1.3476
H8 -1.0952 3.5833 -0.6429
H9 -0.6148 -2.5895 -1.0610
H10 -2.4980 -2.5664 -1.0231
H11 -1.4526 -1.9266 0.4702
H12 2.0435 -3.8185 1.9166

* ΔE to the lowest compared entry with this formula, charge and spin: 0.0 kcal/mol
* Kohn-Sham gap: 0.336 Eh
* charge: +1
* 2S+1: 1

Record 5
ORCA calculation (wB97M-V/def2-TZVPD) on 5 unconnected molecules or ions with the total composition C14H22BF4NO8S2.

Cartesian coordinates (Å):
N1 -0.7496 -0.7270 -0.7516
H1 -1.2916 -0.8481 -1.5952
H2 -1.4202 -0.5030 -0.0303
H3 -0.0187 -0.0366 -0.8476
H4 -0.2424 -1.5561 -0.4768
C1 -2.4275 0.7534 -5.8505
C2 -3.3769 0.1278 -6.7221
C3 -4.6472 -0.6770 -6.1038
O1 -5.6246 -0.8141 -6.8750
C4 -4.5387 -1.0241 -4.7047
C5 -3.6403 -0.3575 -3.8943
C6 -2.6259 0.6346 -4.4922
O2 -1.7320 1.2723 -3.8081
O3 -3.6009 -0.8220 -2.6688
O4 -3.2775 0.3779 -7.8398
H5 -1.6872 1.3621 -6.3484
H6 -5.3527 -1.5801 -4.2636
B1 -3.0602 0.2914 1.0621
F1 -4.4101 0.3264 0.8746
F2 -2.6467 0.8009 2.3541
F3 -2.7159 -1.0618 1.0791
F4 -2.4750 0.9972 -0.0150
C7 3.9407 2.6680 1.4332
C8 4.2858 1.2269 0.8627
C9 3.7320 1.0347 -0.4415
S1 2.1395 2.1307 -0.4854
O5 0.9631 1.2666 -0.4002
O6 2.2383 2.9924 -1.6860
C10 2.4746 3.0781 1.0920
H7 4.5881 3.4741 1.0878
H8 4.1951 2.7010 2.4925
H9 3.9155 0.4994 1.5849
H10 5.3682 1.1618 0.7516
H11 3.5057 -0.0192 -0.6037
H12 4.4021 1.3312 -1.2484
H13 1.8452 2.7274 1.9099
H14 2.1543 4.1182 1.0316
C11 -0.0352 -1.3164 4.4616
C12 1.4469 -1.3404 4.5635
C13 2.1500 -1.4662 3.2439
S2 0.9433 -2.6236 2.3526
O7 1.2933 -4.0070 2.3877
O8 0.7227 -1.9142 1.0778
C14 -0.5847 -2.4426 3.5283
H15 -0.2891 -0.3109 4.1261
H16 -0.3901 -1.2906 5.4919
H17 1.8109 -2.2869 4.9632
H18 1.7537 -0.5536 5.2528
H19 3.1340 -1.9265 3.1554
H20 2.1049 -0.5406 2.6701
H21 -0.7903 -3.1726 4.3112
H22 -1.4569 -2.1359 2.9509

* Kohn-Sham gap: 0.088 Eh
* charge: -2
* 2S+1: 1

Record 6
ORCA calculation (wB97M-V/def2-TZVPD) on a single C9H20N2O2S molecule.

Cartesian coordinates (Å):
C1 -0.6764 -0.1984 -1.2433
C2 0.1320 -1.0967 -0.6814
C3 -0.3673 0.5770 -2.5208
C4 -0.1723 -1.8605 0.6486
C5 -3.5740 1.7503 0.4683
C6 5.3116 -0.6381 0.2408
C7 -2.0760 0.0379 -0.7745
C8 1.5409 -1.2557 -1.2780
C9 -2.3132 1.5601 -0.3942
N1 2.4990 -1.1591 -0.1535
N2 2.2248 0.9965 1.6296
O1 2.3820 1.2651 -0.8431
O2 4.3988 0.5323 0.5643
S1 2.7504 0.3213 0.1762
H1 -1.0931 0.1897 -3.3232
H2 0.5679 0.4929 -3.0761
H3 -0.5249 1.5957 -2.2566
H4 -1.1443 -2.3035 0.5531
H5 0.6814 -2.4665 0.9406
H6 -0.2928 -1.1531 1.3547
H7 -3.4793 1.1301 1.3468
H8 -4.3039 1.2916 -0.1096
H9 -3.8730 2.7320 0.6759
H10 6.0134 -0.7280 1.1118
H11 5.7983 -0.3635 -0.6869
H12 4.5314 -1.4845 0.0027
H13 -2.1700 -0.6706 0.0838
H14 -2.7631 -0.0187 -1.5825
H15 1.6724 -2.3456 -1.4473
H16 1.7955 -0.6248 -2.2239
H17 -1.4119 2.0866 -0.0560
H18 -2.4935 2.0238 -1.3295
H19 2.0599 0.2841 2.3492
H20 1.3986 1.5102 1.5786

* ΔE to the lowest compared entry with this formula, charge and spin: 36.6 kcal/mol
* Kohn-Sham gap: 0.337 Eh
* charge: 0
* 2S+1: 1

Record 7
ORCA calculation (wB97M-V/def2-TZVPD) on 9 unconnected molecules or ions with the total composition C38H73O9.

Cartesian coordinates (Å):
C1 -6.2896 -0.0537 2.8229
C2 -5.2121 -0.7187 2.4298
C3 -4.0043 -1.7161 1.9561
C4 -3.2397 -0.9694 0.7452
C5 -3.7371 -1.4676 -0.7092
C6 -5.3373 -1.5165 -0.9052
C7 -5.6212 -2.6880 -2.0271
C8 -5.3569 -4.1596 -1.3716
C9 -6.6965 -4.6127 -0.5315
O1 -6.7119 -6.0613 -0.3910
C10 -5.7125 -6.5289 0.5535
C11 -1.6568 -1.4081 0.8722
C12 -1.4536 -2.9722 1.2464
C13 -0.8179 -1.1338 -0.4807
C14 0.7930 -1.1447 -0.3105
H1 -7.0970 0.6574 3.2307
H2 -3.3703 -1.8954 2.8953
H3 -4.5389 -2.6955 1.6004
H4 -3.1965 -2.4623 -1.0094
H5 -3.3426 -0.6797 -1.4753
H6 -5.7566 -0.5500 -1.3623
H7 -5.9342 -1.8347 0.0220
H8 -6.7296 -2.6191 -2.3772
H9 -4.9331 -2.4864 -2.9307
H10 -4.5120 -4.1266 -0.5672
H11 -5.0261 -4.9508 -2.1378
H12 -7.6096 -4.2231 -1.1148
H13 -6.5947 -4.0618 0.4932
H14 -4.7986 -6.9006 -0.0685
H15 -6.1536 -7.4707 1.0700
H16 -5.3828 -5.7296 1.3269
H17 -1.2002 -0.7672 1.7366
H18 -1.7445 -3.2414 2.3338
H19 -1.9379 -3.6891 0.4640
H20 -0.3069 -3.1933 1.1757
H21 -1.0767 -2.0065 -1.2116
H22 -1.1681 -0.1695 -1.0305
H23 1.2369 -1.9190 -1.0607
H24 1.0844 -1.4635 0.7529
H25 1.2016 -0.0977 -0.6086
C15 -4.0670 -0.8580 -6.9670
C16 -4.3050 -0.5031 -5.5224
O2 -3.6388 -0.9989 -4.6313
C17 -5.3980 0.4876 -5.2232
H26 -3.2508 -1.5820 -7.0322
H27 -4.9675 -1.3064 -7.3928
H28 -3.7871 0.0366 -7.5282
H29 -6.3576 0.0988 -5.5716
H30 -5.1776 1.4423 -5.7069
H31 -5.4562 0.6475 -4.1436
C18 -0.9173 2.1278 1.7202
C19 0.5233 2.5548 1.7446
O3 1.3656 1.9719 1.0819
C20 0.8867 3.7267 2.6171
H32 -1.0290 1.2724 1.0496
H33 -1.2334 1.8301 2.7225
H34 -1.5419 2.9450 1.3523
H35 0.6511 3.5005 3.6583
H36 0.3441 4.6168 2.2895
H37 1.9594 3.9205 2.5350
C21 3.5288 0.8249 5.4867
C22 2.1391 1.3713 5.3016
O4 1.9366 2.5726 5.2104
C23 1.0076 0.3806 5.2332
H38 4.2418 1.6525 5.5180
H39 3.5897 0.2751 6.4279
H40 3.7859 0.1731 4.6490
H41 0.9561 -0.1895 6.1635
H42 1.1528 -0.2913 4.3843
H43 0.0645 0.9164 5.0982
C24 7.8459 -1.7518 5.6549
C25 6.9339 -0.9692 6.5603
O5 5.7233 -1.1177 6.5224
C26 7.5736 0.0041 7.5145
H44 7.2479 -2.4129 5.0225
H45 8.4086 -1.0691 5.0141
H46 8.5283 -2.3613 6.2521
H47 8.1244 0.7645 6.9564
H48 8.2437 -0.5284 8.1936
H49 6.7965 0.4971 8.1042
C27 5.6833 4.3037 4.9636
C28 6.7326 3.4942 4.2498
O6 7.1385 2.4381 4.7072
C29 7.2622 4.0380 2.9495
H50 5.3957 3.7906 5.8845
H51 6.0834 5.2871 5.2210
H52 4.7996 4.4073 4.3299
H53 7.7327 5.0095 3.1171
H54 6.4487 4.1303 2.2266
H55 8.0112 3.3508 2.5480
C30 -3.3280 4.0807 -7.6897
C31 -4.6121 4.5770 -7.0814
O7 -5.5047 3.8072 -6.7691
C32 -4.7523 6.0618 -6.8732
H56 -3.3673 2.9925 -7.7806
H57 -3.1984 4.5101 -8.6853
H58 -2.4853 4.3481 -7.0480
H59 -4.6856 6.5796 -7.8328
H60 -3.9728 6.4172 -6.1956
H61 -5.7273 6.2745 -6.4276
C33 -1.4433 4.7246 -12.8442
C34 -2.7494 4.5769 -12.1098
O8 -2.8074 4.0194 -11.0274
C35 -3.9811 5.1441 -12.7642
H62 -0.6432 4.2699 -12.2549
H63 -1.4999 4.2158 -13.8091
H64 -1.2148 5.7833 -12.9866
H65 -4.1505 4.6539 -13.7255
H66 -3.8655 6.2214 -12.9031
H67 -4.8473 4.9648 -12.1223
C36 11.3949 -5.6844 7.5749
C37 10.0038 -5.1385 7.3910
O9 9.8009 -3.9398 7.3003
C38 8.8729 -6.1300 7.3237
H68 12.1076 -4.8565 7.6058
H69 11.4567 -6.2347 8.5164
H70 11.6519 -6.3364 6.7371
H71 8.8226 -6.7001 8.2541
H72 9.0178 -6.8019 6.4748
H73 7.9296 -5.5948 7.1896

* Kohn-Sham gap: 0.115 Eh
* charge: -1
* 2S+1: 1

no.,LUMO energy (eV),HOMO (eV)
1,0.5,-9.41
2,0.8,-9.17
3,-0.2,-9.63
4,-4.7,-13.82
5,2.9,0.49
6,0.6,-8.59
7,1.6,-1.51